<i>
Below is a cluster of 2 separate species, C14H16 in total, with properties calculated with ωB97M-V with the def2-TZVPD basis set.

Cartesian coordinates (Å):
C -0.37 -0.29 -3.49
C -0.08 -1.54 -2.74
C -1.18 -2.44 -2.43
C -0.96 -3.68 -1.85
C 0.32 -4.27 -1.85
C 1.35 -3.36 -2.17
C 1.17 -2.05 -2.56
H -1.10 0.36 -3.07
H -0.72 -0.47 -4.50
H 0.47 0.39 -3.51
H -2.15 -2.05 -2.56
H -1.79 -4.21 -1.38
H 0.50 -5.28 -1.52
H 2.27 -3.87 -1.89
H 2.01 -1.41 -2.87
C 1.07 3.81 1.45
C 0.36 2.87 2.38
C 1.10 1.79 2.83
C 0.39 0.71 3.37
C -0.95 0.79 3.72
C -1.64 1.93 3.21
C -1.06 2.91 2.48
H 0.79 3.73 0.39
H 2.17 3.68 1.60
H 0.83 4.85 1.63
H 2.08 1.73 2.40
H 0.95 -0.20 3.66
H -1.50 -0.14 3.91
H -2.72 1.91 3.21
H -1.61 3.79 2.16

Results
* SMILES: Cc1ccccc1.Cc1ccccc1
* gap between HOMO and LUMO: 9.6 eV
* lowest unoccupied orbital energy: 0.736 eV

<ii>
Below is a cluster of 2 separate species, C14H16 in total, with properties calculated with ωB97M-V with the def2-TZVPD basis set.

Cartesian coordinates (Å):
C -0.20 -1.91 -1.67
C -0.92 -2.41 -0.43
C -0.20 -2.60 0.75
C -0.87 -2.95 1.91
C -2.24 -3.13 1.90
C -2.98 -2.95 0.74
C -2.29 -2.62 -0.42
H -0.73 -2.16 -2.58
H 0.78 -2.37 -1.76
H -0.11 -0.83 -1.53
H 0.88 -2.50 0.72
H -0.28 -3.07 2.81
H -2.73 -3.42 2.82
H -4.05 -3.04 0.69
H -2.88 -2.40 -1.32
C 0.25 3.87 -2.08
C 0.99 3.12 -1.00
C 1.57 1.89 -1.25
C 2.11 1.12 -0.23
C 2.12 1.61 1.06
C 1.59 2.87 1.32
C 1.01 3.61 0.31
H -0.75 4.17 -1.77
H 0.22 3.30 -3.00
H 0.79 4.79 -2.32
H 1.53 1.47 -2.25
H 2.47 0.11 -0.41
H 2.51 1.07 1.91
H 1.61 3.27 2.32
H 0.67 4.62 0.52

Results
* SMILES: Cc1ccccc1.Cc1ccccc1
* gap between HOMO and LUMO: 9.9 eV
* lowest unoccupied orbital energy: 0.940 eV

<iii>
Below is a cluster of 2 separate species, C14H16 in total, with properties calculated with ωB97M-V with the def2-TZVPD basis set.

Cartesian coordinates (Å):
C 0.66 -1.93 2.74
C -0.40 -1.67 1.71
C -0.09 -1.69 0.35
C -1.06 -1.55 -0.63
C -2.38 -1.28 -0.25
C -2.72 -1.39 1.08
C -1.74 -1.70 2.04
H 0.80 -0.93 3.21
H 1.66 -1.85 2.30
H 0.48 -2.67 3.51
H 0.92 -1.74 -0.04
H -0.76 -1.60 -1.67
H -3.07 -1.03 -1.05
H -3.66 -1.09 1.53
H -2.09 -1.92 3.04
C 2.13 0.62 -2.95
C 1.50 1.33 -1.80
C 0.14 1.63 -1.88
C -0.54 2.12 -0.77
C 0.11 2.36 0.43
C 1.45 2.03 0.53
C 2.13 1.50 -0.57
H 1.54 0.66 -3.86
H 2.30 -0.44 -2.69
H 3.18 0.84 -3.15
H -0.41 1.43 -2.78
H -1.61 2.20 -0.95
H -0.53 2.58 1.27
H 2.05 2.23 1.40
H 3.14 1.15 -0.44

Results
* SMILES: Cc1ccccc1.Cc1ccccc1
* gap between HOMO and LUMO: 9.7 eV
* lowest unoccupied orbital energy: 0.891 eV

Most stable pick: <ii>. Distance to second place: 75.0 kJ/mol.

<i>
Below is a cluster of 2 separate species, C14H16 in total, with properties calculated with ωB97M-V with the def2-TZVPD basis set.

Cartesian coordinates (Å):
C -2.03 3.93 0.02
C -1.83 2.68 -0.77
C -0.98 1.68 -0.30
C -0.75 0.52 -1.09
C -1.42 0.31 -2.27
C -2.24 1.34 -2.75
C -2.52 2.44 -1.98
H -1.09 4.47 0.12
H -2.35 3.60 1.02
H -2.80 4.60 -0.33
H -0.28 1.80 0.51
H -0.10 -0.17 -0.56
H -1.45 -0.66 -2.73
H -2.74 1.13 -3.69
H -3.23 3.19 -2.29
C 0.40 -1.64 3.27
C 1.18 -1.86 2.01
C 1.88 -0.76 1.50
C 2.62 -0.84 0.33
C 2.77 -2.08 -0.29
C 2.07 -3.18 0.22
C 1.20 -3.05 1.31
H 0.06 -2.59 3.68
H -0.48 -1.00 3.09
H 0.85 -1.02 4.05
H 2.01 0.13 2.10
H 2.99 0.08 -0.10
H 3.31 -2.22 -1.22
H 2.25 -4.14 -0.23
H 0.53 -3.88 1.50

Results
* SMILES: Cc1ccccc1.Cc1ccccc1
* gap between HOMO and LUMO: 9.8 eV
* lowest unoccupied orbital energy: 0.923 eV

<ii>
Below is a cluster of 2 separate species, C14H16 in total, with properties calculated with ωB97M-V with the def2-TZVPD basis set.

Cartesian coordinates (Å):
C -1.73 -1.73 0.63
C -1.35 -2.31 -0.69
C -2.30 -2.92 -1.52
C -1.93 -3.58 -2.69
C -0.67 -3.38 -3.22
C 0.22 -2.54 -2.55
C -0.10 -2.06 -1.30
H -0.89 -1.39 1.22
H -2.33 -2.44 1.21
H -2.38 -0.85 0.51
H -3.32 -3.02 -1.16
H -2.64 -4.26 -3.12
H -0.38 -3.82 -4.16
H 1.16 -2.36 -3.04
H 0.63 -1.57 -0.66
C 0.86 2.88 3.52
C 1.11 2.58 2.07
C 2.13 3.29 1.40
C 2.28 3.15 0.02
C 1.40 2.33 -0.68
C 0.53 1.49 -0.01
C 0.30 1.74 1.33
H 1.30 2.18 4.22
H -0.18 3.00 3.78
H 1.30 3.85 3.77
H 2.90 3.87 1.89
H 2.99 3.77 -0.50
H 1.56 2.15 -1.74
H -0.05 0.71 -0.49
H -0.43 1.21 1.93

Results
* SMILES: Cc1ccccc1.Cc1ccccc1
* gap between HOMO and LUMO: 9.9 eV
* lowest unoccupied orbital energy: 0.947 eV

<iii>
Below is a cluster of 2 separate species, C14H16 in total, with properties calculated with ωB97M-V with the def2-TZVPD basis set.

Cartesian coordinates (Å):
C -0.26 -0.16 -2.02
C 0.83 0.82 -1.64
C 2.17 0.47 -1.69
C 3.09 1.53 -1.65
C 2.74 2.86 -1.56
C 1.36 3.20 -1.52
C 0.46 2.18 -1.67
H -0.20 -1.07 -1.40
H -0.22 -0.56 -3.03
H -1.20 0.44 -1.92
H 2.42 -0.60 -1.60
H 4.14 1.33 -1.79
H 3.41 3.69 -1.58
H 1.22 4.26 -1.34
H -0.59 2.38 -1.81
C -2.69 -0.05 3.15
C -1.87 -0.94 2.25
C -2.48 -2.09 1.76
C -1.73 -3.06 1.08
C -0.53 -2.68 0.55
C 0.02 -1.41 0.84
C -0.53 -0.68 1.87
H -3.48 -0.50 3.75
H -3.08 0.82 2.62
H -2.02 0.36 3.92
H -3.52 -2.32 2.05
H -2.25 -4.00 0.94
H 0.14 -3.44 0.14
H 0.91 -1.01 0.37
H 0.01 0.06 2.41

Results
* SMILES: Cc1ccccc1.Cc1ccccc1
* gap between HOMO and LUMO: 9.7 eV
* lowest unoccupied orbital energy: 0.941 eV

Most stable pick: <ii>. Distance to second place: 15.4 kJ/mol.

<i>
Below is a cluster of 2 separate species, C14H16 in total, with properties calculated with ωB97M-V with the def2-TZVPD basis set.

Cartesian coordinates (Å):
C -1.86 -1.15 0.79
C -2.24 0.29 0.87
C -1.53 1.11 1.77
C -1.90 2.39 2.12
C -3.12 2.89 1.66
C -3.80 2.14 0.71
C -3.38 0.87 0.32
H -1.95 -1.53 -0.23
H -2.39 -1.76 1.51
H -0.79 -1.29 0.97
H -0.57 0.72 2.09
H -1.31 2.91 2.87
H -3.54 3.83 2.00
H -4.71 2.53 0.27
H -3.85 0.41 -0.54
C 3.04 1.01 -2.11
C 2.73 -0.34 -1.52
C 1.89 -1.24 -2.19
C 1.48 -2.41 -1.56
C 2.05 -2.78 -0.34
C 3.01 -1.98 0.26
C 3.34 -0.77 -0.36
H 2.59 1.15 -3.09
H 4.10 1.25 -2.10
H 2.61 1.78 -1.47
H 1.38 -0.90 -3.08
H 0.75 -3.08 -1.99
H 1.90 -3.78 0.03
H 3.33 -2.19 1.27
H 4.09 -0.12 0.11

Results
* SMILES: Cc1ccccc1.Cc1ccccc1
* gap between HOMO and LUMO: 9.8 eV
* lowest unoccupied orbital energy: 0.879 eV

<ii>
Below is a cluster of 2 separate species, C14H16 in total, with properties calculated with ωB97M-V with the def2-TZVPD basis set.

Cartesian coordinates (Å):
C 2.44 -1.94 0.34
C 1.29 -1.65 1.29
C 1.59 -1.55 2.64
C 0.57 -1.40 3.56
C -0.76 -1.30 3.10
C -1.08 -1.22 1.76
C -0.03 -1.45 0.88
H 2.25 -2.65 -0.46
H 3.32 -2.21 0.92
H 2.71 -1.00 -0.15
H 2.61 -1.52 3.04
H 0.73 -1.20 4.60
H -1.53 -1.32 3.89
H -2.06 -0.97 1.43
H -0.13 -1.68 -0.18
C 0.21 1.89 -3.70
C -0.32 1.57 -2.34
C -1.11 0.41 -2.14
C -1.97 0.33 -1.07
C -1.97 1.36 -0.08
C -1.00 2.36 -0.18
C -0.11 2.38 -1.25
H -0.62 1.95 -4.42
H 1.06 1.27 -4.04
H 0.58 2.93 -3.66
H -1.02 -0.49 -2.74
H -2.69 -0.51 -0.99
H -2.69 1.40 0.71
H -0.95 3.12 0.58
H 0.68 3.10 -1.35

Results
* SMILES: Cc1ccccc1.Cc1ccccc1
* gap between HOMO and LUMO: 9.6 eV
* lowest unoccupied orbital energy: 0.905 eV

Most stable pick: <i>. Distance to second place: 45.5 kJ/mol.

<i>
Below is an isolated molecule of C10H11NO2, with properties calculated with ωB97M-V with the def2-TZVPD basis set.

Cartesian coordinates (Å):
C -3.79 -1.44 -0.56
C -3.02 -0.28 -0.02
C -1.58 -0.47 0.13
C -0.65 0.44 -0.18
C 0.79 0.29 -0.05
C 1.62 1.28 -0.59
C 2.99 1.19 -0.49
C 3.58 0.11 0.15
O 4.92 -0.03 0.27
C 2.76 -0.88 0.69
C 1.39 -0.79 0.59
N -3.71 0.75 0.30
O -3.13 1.84 0.87
H -3.69 -2.30 0.10
H -3.40 -1.72 -1.54
H -4.84 -1.17 -0.65
H -1.29 -1.44 0.50
H -0.96 1.38 -0.64
H 1.18 2.13 -1.09
H 3.62 1.97 -0.92
H 5.37 0.72 -0.15
H 3.23 -1.72 1.19
H 0.79 -1.56 1.03
H -2.18 1.69 1.06

Results
* SMILES: CC(/C=C/c1ccc(O)cc1)=N/O
* gap between HOMO and LUMO: 8.5 eV
* lowest unoccupied orbital energy: 0.243 eV

<ii>
Below is an isolated molecule of C10H11NO2, with properties calculated with ωB97M-V with the def2-TZVPD basis set.

Cartesian coordinates (Å):
C -1.16 2.16 0.26
C -2.29 1.43 0.05
C 2.46 -1.02 -0.43
C 3.18 -0.05 -0.93
C 0.05 1.45 0.35
C -2.32 0.02 -0.33
C -1.25 -0.84 0.15
C 0.14 -0.12 -0.08
C 2.42 1.46 0.72
C 1.27 -0.80 0.52
N 1.17 1.95 0.59
O 3.27 1.22 -0.36
O 1.14 -1.72 1.55
H -1.34 3.18 0.54
H -3.35 1.71 0.30
H 2.67 -2.01 -0.72
H 3.89 -0.14 -1.76
H -3.27 -0.45 -0.01
H -2.34 -0.01 -1.46
H -1.46 -1.11 1.30
H -1.15 -1.87 -0.31
H 0.27 -0.05 -1.12
H 2.94 1.69 1.67
H 2.01 -2.15 1.63

Results
* gap between HOMO and LUMO (alpha / beta): 6.6 / 6.8 eV
* lowest unoccupied orbital energy (alpha / beta): 0.263 / 0.268 eV

<iii>
Below is an isolated molecule of C10H11NO2, with properties calculated with ωB97M-V with the def2-TZVPD basis set.

Cartesian coordinates (Å):
C 3.05 -0.98 -0.44
C 1.79 -0.80 -1.14
C 0.69 -0.11 -0.41
C 0.64 1.27 -0.51
C -0.46 2.06 0.01
C -1.66 1.75 0.27
C -2.32 0.56 -0.02
N -3.65 0.46 -0.32
O -4.12 1.38 -1.06
O -4.41 -0.42 0.16
C -1.58 -0.59 -0.06
C -0.37 -0.81 0.32
C -0.08 -1.45 1.58
H 3.08 -1.41 0.59
H 3.42 -0.02 -0.12
H 3.78 -1.48 -1.07
H 1.61 -1.81 -1.51
H 1.92 -0.12 -2.01
H 1.32 1.94 -1.07
H -0.37 3.09 0.15
H -2.40 2.56 0.64
H 0.29 -2.58 1.51
H 0.73 -1.02 2.13
H -0.89 -1.46 2.38

Results
* SMILES: CCC1=CC=CC([N+](=O)[O-])=C=C1C
* gap between HOMO and LUMO: 8.6 eV
* lowest unoccupied orbital energy: -0.455 eV

Most stable pick: <i>. Distance to second place: 332.9 kJ/mol.

<i>
Below is a structure of composition C4H6O, with properties calculated with ωB97M-V with the def2-TZVPD basis set.

Cartesian coordinates (Å):
C -1.19 -0.46 -0.15
C -0.01 -0.10 0.76
C 1.31 -0.18 -0.03
O 0.70 0.44 -1.18
C -0.44 0.81 -0.36
H -2.21 -0.41 0.24
H -1.03 -1.22 -0.91
H -0.15 -0.04 1.85
H 1.75 -1.17 -0.22
H 2.12 0.49 0.30
H -0.85 1.83 -0.32

Results
* gap between HOMO and LUMO: 10.7 eV
* lowest unoccupied orbital energy: 1.193 eV

<ii>
Below is a cluster of 2 separate species, C4H6O in total, with properties calculated with ωB97M-V with the def2-TZVPD basis set.

Cartesian coordinates (Å):
C 0.93 -0.82 -0.45
C 0.67 -0.57 0.83
C 0.11 0.05 1.80
H 0.55 -1.73 -0.90
H 1.81 -0.40 -0.94
H -0.66 0.78 1.21
H 0.22 0.05 2.87
C -0.82 0.58 -1.06
O -1.23 1.33 -0.15
H -1.42 -0.26 -1.36
H -0.16 0.99 -1.85

Results
* SMILES: C=C=C.C=O
* gap between HOMO and LUMO: 10.6 eV
* lowest unoccupied orbital energy: 0.839 eV

<iii>
Below is a structure of composition C4H6O, with properties calculated with ωB97M-V with the def2-TZVPD basis set.

Cartesian coordinates (Å):
C 1.04 -1.12 -0.02
C -0.02 -0.30 -0.17
C 0.97 0.90 -0.05
C -1.52 -0.19 0.04
O 2.11 0.03 0.03
H 1.40 -2.04 0.08
H 0.96 1.52 -0.94
H 0.73 1.38 0.81
H -1.55 0.36 1.02
H -2.19 -1.06 -0.02
H -1.93 0.52 -0.76

Results
* gap between HOMO and LUMO: 10.0 eV
* lowest unoccupied orbital energy: 0.962 eV

<iv>
Below is an isolated molecule of C4H6O, with properties calculated with ωB97M-V with the def2-TZVPD basis set.

Cartesian coordinates (Å):
C 1.90 0.30 0.02
C 0.73 -0.08 -0.39
C -0.52 0.15 0.38
C -1.78 -0.43 -0.20
O -2.88 -0.18 0.26
H 2.78 0.18 -0.61
H 2.05 0.75 1.03
H 0.62 -0.48 -1.40
H -0.47 -0.28 1.40
H -0.75 1.22 0.57
H -1.68 -1.16 -1.07

Results
* SMILES: C=CCC=O
* gap between HOMO and LUMO: 11.0 eV
* lowest unoccupied orbital energy: 0.978 eV

Most stable pick: <iv>. Distance to second place: 128.9 kJ/mol.

<i>
Below is an isolated molecule of C4H6O, with properties calculated with ωB97M-V with the def2-TZVPD basis set.

Cartesian coordinates (Å):
C 1.98 0.03 -0.69
C 0.65 0.09 -0.75
C -0.22 0.06 0.46
C -1.53 0.09 0.27
O -2.43 -0.21 1.28
H 2.51 0.20 -1.62
H 2.49 0.05 0.27
H 0.20 0.24 -1.73
H 0.38 -0.08 1.35
H -2.02 0.46 -0.62
H -2.01 -0.94 1.77

Results
* SMILES: C=C/C=C/O
* gap between HOMO and LUMO: 9.4 eV
* lowest unoccupied orbital energy: 0.974 eV

<ii>
Below is an isolated molecule of C4H6O, with properties calculated with ωB97M-V with the def2-TZVPD basis set.

Cartesian coordinates (Å):
C 0.69 0.86 -0.23
C 1.07 -0.38 0.05
C -0.14 -1.28 0.05
O -1.20 -0.43 -0.42
C -0.80 0.91 -0.20
H 1.31 1.74 -0.28
H 2.07 -0.73 0.31
H -0.39 -1.67 1.05
H -0.04 -2.13 -0.63
H -1.10 1.43 0.83
H -1.48 1.67 -0.53

Results
* SMILES: C1=CCOC1
* gap between HOMO and LUMO: 9.9 eV
* lowest unoccupied orbital energy: 1.103 eV

Most stable pick: <i>. Distance to second place: 41.8 kJ/mol.

<i>
Below is an isolated molecule of C4H6O, with properties calculated with ωB97M-V with the def2-TZVPD basis set.

Cartesian coordinates (Å):
C -0.84 -0.32 0.48
C 0.34 -0.86 -0.42
C -1.89 0.19 -0.21
C 2.30 0.47 0.34
O 1.59 -0.51 -0.20
H -0.82 -0.41 1.59
H 0.08 -1.80 -0.87
H -1.95 0.36 -1.24
H -2.74 0.53 0.28
H 1.99 1.27 1.08
H 3.33 0.52 -0.18

Results
* gap between HOMO and LUMO (alpha / beta): 8.2 / 8.3 eV
* lowest unoccupied orbital energy (alpha / beta): 0.698 / 0.596 eV

<ii>
Below is a cluster of 2 separate species, C4H6O in total, with properties calculated with ωB97M-V with the def2-TZVPD basis set.

Cartesian coordinates (Å):
C 0.29 0.31 0.36
C 1.30 1.05 0.57
C -1.13 0.09 0.61
C -0.45 -0.57 -0.47
O -0.21 -1.92 -0.67
H 2.22 0.91 -0.16
H 1.23 1.70 1.40
H -1.53 -0.52 1.50
H -1.81 0.91 0.36
H -0.50 0.18 -2.30
H 0.60 -2.15 -1.20

Results
* gap between HOMO and LUMO: 8.4 eV
* lowest unoccupied orbital energy: -0.216 eV

<iii>
Below is an isolated molecule of C4H6O, with properties calculated with ωB97M-V with the def2-TZVPD basis set.

Cartesian coordinates (Å):
C -1.66 -0.77 0.06
C -0.55 -0.11 -0.09
C 0.22 1.10 -0.15
C 0.97 0.00 0.49
O 1.89 -0.61 -0.27
H -1.61 -1.65 0.56
H -2.55 -0.47 -0.40
H 0.66 1.42 -1.07
H -0.18 1.88 0.49
H 1.25 -0.04 1.61
H 1.57 -0.75 -1.22

Results
* SMILES: C=C1C[C@@H]1O
* gap between HOMO and LUMO: 9.5 eV
* lowest unoccupied orbital energy: 0.926 eV

Most stable pick: <iii>. Distance to second place: 188.1 kJ/mol.

<i>
Below is a structure of composition C11H10IrN3O7S, with properties calculated with ωB97M-V with the def2-TZVPD basis set.

Cartesian coordinates (Å):
Ir 0.02 0.54 0.29
O 2.12 -2.72 1.30
C 1.75 -1.63 0.94
O 0.65 -1.03 1.37
C 2.57 -0.73 0.05
C 3.90 -0.86 -0.32
C 4.52 0.25 -0.89
C 3.85 1.47 -0.99
C 2.53 1.52 -0.60
N 1.93 0.40 -0.19
C 1.66 2.74 -0.41
O 2.04 3.84 -0.73
O 0.53 2.47 0.22
H 4.42 -1.78 -0.12
H 5.56 0.18 -1.20
H 4.33 2.37 -1.33
C -3.99 0.89 1.64
S -2.47 1.78 1.58
O -1.64 1.31 2.67
O -2.78 3.18 1.48
O -1.87 1.25 0.28
H -4.49 1.19 2.56
H -3.77 -0.17 1.66
H -4.60 1.16 0.78
N -2.37 -1.99 -1.93
C -2.22 -2.86 -0.87
C -1.37 -2.26 -0.01
N -0.99 -1.04 -0.55
C -1.62 -0.91 -1.70
H -2.94 -2.14 -2.75
H -2.72 -3.81 -0.83
H -0.98 -2.59 0.94
H -1.57 -0.04 -2.33

Results
* gap between HOMO and LUMO: 8.4 eV
* lowest unoccupied orbital energy: -0.899 eV

<ii>
Below is a structure of composition C11H10IrN3O7S, with properties calculated with ωB97M-V with the def2-TZVPD basis set.

Cartesian coordinates (Å):
Ir 0.55 0.69 -0.02
O -0.29 0.07 3.88
C -0.20 0.15 2.67
O 0.90 0.32 1.98
C -1.45 -0.01 1.80
C -2.75 -0.13 2.22
C -3.76 -0.18 1.26
C -3.45 -0.06 -0.09
C -2.13 0.07 -0.45
N -1.18 0.04 0.49
C -1.59 0.33 -1.85
O -2.32 0.35 -2.81
O -0.28 0.50 -1.90
H -2.95 -0.17 3.28
H -4.80 -0.26 1.57
H -4.20 -0.05 -0.87
C 0.48 3.43 -2.36
S 0.84 3.29 -0.65
O 1.95 2.28 -0.53
O 1.14 4.58 -0.14
O -0.34 2.58 0.01
H 1.42 3.71 -2.85
H -0.26 4.22 -2.48
H 0.11 2.48 -2.73
N 3.62 -1.07 -1.87
C 4.13 -1.13 -0.58
C 3.08 -0.91 0.24
N 1.94 -0.73 -0.53
C 2.32 -0.81 -1.80
H 4.15 -1.18 -2.72
H 5.17 -1.31 -0.38
H 3.02 -0.88 1.31
H 1.65 -0.72 -2.64

Results
* gap between HOMO and LUMO: 8.5 eV
* lowest unoccupied orbital energy: -0.295 eV

Most stable pick: <ii>. Distance to second place: 101.7 kJ/mol.